[1]
{"formula": "C21H28Br31IO4Si", "method": "wB97M-V/def2-TZVPD", "elements": ["C", "C", "C", "O", "O", "C", "C", "C", "C", "C", "C", "Si", "Br", "I", "C", "C", "O", "O", "H", "H", "H", "H", "H", "H", "H", "H", "H", "H", "H", "H", "H", "H", "H", "H", "H", "H", "C", "Br", "Br", "Br", "H", "C", "Br", "Br", "Br", "H", "C", "Br", "Br", "Br", "H", "C", "Br", "Br", "Br", "H", "C", "Br", "Br", "Br", "H", "C", "Br", "Br", "Br", "H", "C", "Br", "Br", "Br", "H", "C", "Br", "Br", "Br", "H", "C", "Br", "Br", "Br", "H", "C", "Br", "Br", "Br", "H"], "coordinates": [[0.36, 2.29, 0.73], [0.92, 2.01, -0.46], [0.18, 1.41, -1.63], [-0.53, 2.17, -2.29], [0.25, 0.11, -1.99], [1.39, -0.66, -1.56], [1.22, -1.29, -0.18], [0.88, -2.79, -0.18], [-0.19, -3.27, -1.16], [-1.59, -3.34, -0.55], [-2.04, -2.06, 0.19], [-3.75, -1.40, -0.21], [-3.48, 0.17, -1.78], [-5.32, -3.17, -0.84], [-4.39, -0.62, 1.40], [-5.65, 0.22, 1.33], [-6.15, 0.70, 2.34], [-6.24, 0.42, 0.10], [0.80, 3.11, 1.29], [-0.48, 1.78, 1.21], [1.95, 2.32, -0.65], [1.47, -1.44, -2.32], [2.31, -0.08, -1.64], [2.17, -1.16, 0.32], [0.51, -0.69, 0.39], [0.51, -3.03, 0.83], [1.82, -3.34, -0.28], [0.07, -4.30, -1.45], [-0.24, -2.71, -2.09], [-2.29, -3.52, -1.37], [-1.71, -4.20, 0.11], [-2.06, -2.26, 1.27], [-1.36, -1.22, 0.02], [-4.60, -1.46, 2.06], [-3.57, -0.01, 1.78], [-5.96, 1.28, -0.22], [-1.06, -0.87, 4.22], [0.80, -1.31, 4.06], [-1.72, 0.26, 2.78], [-2.16, -2.44, 4.40], [-1.17, -0.29, 5.12], [-1.96, 5.96, 1.93], [-0.13, 6.40, 1.52], [-2.17, 4.08, 2.25], [-2.63, 7.01, 3.39], [-2.55, 6.20, 1.06], [5.31, 3.84, -1.78], [4.04, 2.44, -1.41], [6.78, 3.21, -2.86], [4.46, 5.38, -2.56], [5.73, 4.15, -0.83], [-4.86, -5.33, 3.16], [-5.90, -6.51, 2.05], [-3.04, -5.19, 2.55], [-5.67, -3.60, 3.32], [-4.83, -5.76, 4.15], [-6.64, -0.53, -4.94], [-6.80, -0.12, -3.07], [-8.01, 0.32, -5.99], [-4.88, -0.11, -5.61], [-6.77, -1.60, -5.05], [10.53, 3.33, -3.85], [11.69, 1.83, -3.54], [10.78, 4.70, -2.53], [10.72, 4.02, -5.64], [9.52, 2.97, -3.76], [10.46, 8.60, -5.06], [10.70, 7.84, -6.81], [8.99, 7.79, -4.12], [12.08, 8.54, -4.03], [10.21, 9.64, -5.20], [12.13, 0.05, 0.14], [12.63, -1.78, 0.42], [10.24, 0.23, -0.15], [12.73, 1.19, 1.57], [12.62, 0.38, -0.76], [-4.85, -1.14, 6.47], [-3.71, -2.68, 6.21], [-4.04, 0.12, 7.68], [-5.34, -0.31, 4.80], [-5.75, -1.49, 6.93], [-9.94, -7.83, 1.69], [-8.78, -8.13, 0.18], [-11.29, -6.52, 1.30], [-10.71, -9.48, 2.32], [-9.33, -7.44, 2.49]], "orbital_gap_ev": 7.59, "e_tot_ha": -81499.39502}

***

[2]
{"formula": "C21H28Br4CsN5O6S3", "method": "wB97M-V/def2-TZVPD", "elements": ["Cs", "N", "C", "C", "N", "C", "C", "N", "H", "H", "H", "H", "H", "H", "H", "H", "H", "H", "H", "H", "H", "Br", "C", "C", "Br", "C", "Br", "C", "O", "C", "O", "C", "Br", "C", "C", "S", "C", "C", "S", "C", "C", "S", "H", "H", "H", "H", "H", "H", "H", "H", "H", "H", "H", "H", "O", "C", "O", "C", "C", "N", "N", "C", "C", "O", "O", "H", "H", "H"], "coordinates": [[-0.32, -1.77, 1.70], [0.91, 0.94, -0.57], [1.17, 2.33, -0.94], [1.17, 3.19, 0.31], [0.04, 2.90, 1.18], [0.29, 3.42, 2.52], [-0.75, 2.94, 3.51], [-0.88, 1.49, 3.41], [1.47, 0.66, 0.24], [1.09, 0.29, -1.32], [0.39, 2.66, -1.62], [2.13, 2.48, -1.45], [1.16, 4.25, 0.02], [2.11, 3.02, 0.85], [0.00, 1.88, 1.25], [0.28, 4.52, 2.48], [1.28, 3.11, 2.86], [-1.72, 3.41, 3.29], [-0.44, 3.28, 4.51], [-1.22, 1.08, 4.28], [0.02, 1.05, 3.21], [6.51, 0.21, 4.25], [4.85, -0.66, 4.00], [4.64, -1.93, 4.47], [6.01, -2.86, 5.41], [3.38, -2.55, 4.26], [3.04, -4.31, 4.90], [2.31, -1.94, 3.59], [1.18, -2.50, 3.39], [2.54, -0.56, 3.07], [1.60, 0.04, 2.43], [3.81, -0.01, 3.31], [4.05, 1.75, 2.60], [0.35, -0.66, -6.07], [-0.90, -0.34, -5.25], [-0.57, 0.27, -3.59], [-1.35, -0.98, -2.55], [-0.72, -2.36, -2.56], [0.94, -2.36, -1.82], [2.02, -2.88, -3.16], [2.24, -1.90, -4.31], [1.16, -2.23, -5.74], [1.08, 0.15, -5.98], [0.09, -0.70, -7.13], [-1.53, -1.23, -5.19], [-1.48, 0.42, -5.79], [-2.41, -1.06, -2.81], [-1.32, -0.55, -1.54], [-0.65, -2.76, -3.57], [-1.34, -3.02, -1.96], [1.69, -3.85, -3.54], [2.98, -3.06, -2.66], [3.28, -1.96, -4.65], [2.06, -0.88, -3.97], [-6.37, -1.07, 0.74], [-5.98, 0.19, 0.71], [-6.78, 1.11, 0.71], [-4.52, 0.44, 0.63], [-3.98, 1.70, 0.67], [-2.65, 1.57, 0.58], [-2.27, 0.29, 0.48], [-3.39, -0.42, 0.51], [-3.29, -1.93, 0.43], [-4.36, -2.56, 0.66], [-2.17, -2.40, 0.18], [-5.56, -1.71, 0.69], [-4.47, 2.66, 0.77], [-1.92, 2.28, 0.66]], "total_charge": -2, "orbital_gap_ev": 4.71, "e_tot_ha": -13053.15476, "relative_energy_kcal_mol": 35.8}

***

[3]
{"formula": "C21H28Cl3O4W", "method": "wB97M-V/def2-TZVPD", "elements": ["O", "C", "C", "H", "H", "C", "H", "H", "C", "H", "H", "H", "C", "H", "H", "H", "W", "C", "C", "C", "H", "C", "C", "H", "H", "H", "H", "C", "C", "C", "H", "C", "C", "H", "H", "H", "H", "O", "C", "C", "H", "H", "C", "H", "H", "C", "H", "H", "H", "H", "Cl", "C", "Cl", "Cl", "C", "O", "O"], "coordinates": [[2.14, -0.10, -0.65], [1.87, -1.02, -1.78], [2.76, -0.26, -2.75], [0.81, -1.03, -2.01], [2.22, -2.06, -1.65], [3.26, 0.46, -1.49], [2.19, 0.40, -3.40], [3.53, -0.77, -3.31], [3.29, 1.93, -1.82], [2.41, 2.24, -2.41], [4.18, 2.12, -2.44], [3.35, 2.58, -0.93], [4.59, -0.04, -0.93], [4.62, -1.15, -0.93], [4.72, 0.36, 0.09], [5.44, 0.31, -1.54], [0.24, -0.14, 2.02], [-0.41, -1.70, 3.68], [-1.31, -1.86, 2.58], [-0.57, -2.34, 1.45], [-2.39, -1.70, 2.62], [0.83, -2.38, 1.82], [0.93, -2.01, 3.22], [1.80, -2.04, 3.85], [-0.72, -1.54, 4.71], [-1.03, -2.73, 0.55], [1.66, -2.74, 1.20], [-0.98, 1.16, 3.39], [0.44, 1.31, 3.68], [1.09, 1.76, 2.46], [0.88, 1.30, 4.68], [0.06, 1.88, 1.44], [-1.21, 1.54, 2.04], [-2.20, 1.68, 1.59], [-1.76, 0.91, 4.11], [2.12, 2.10, 2.37], [0.17, 2.29, 0.44], [-0.22, 1.20, -3.06], [-0.61, 1.33, -1.65], [-1.17, -0.02, -1.18], [-1.43, 2.09, -1.55], [0.31, 1.64, -1.12], [-1.50, -0.79, -2.52], [-2.02, -0.04, -0.48], [-0.38, -0.51, -0.60], [-1.19, 0.28, -3.61], [-2.57, -1.11, -2.58], [-0.81, -1.66, -2.61], [-2.09, 0.88, -3.81], [-0.90, -0.12, -4.59], [-5.11, 1.74, 0.87], [-5.26, 0.13, 0.16], [-6.94, -0.44, 0.26], [-4.69, 0.15, -1.53], [-4.34, -0.94, 1.05], [-4.39, -0.79, 2.28], [-3.70, -1.73, 0.31]], "total_charge": 1, "spin_multiplicity": 3, "orbital_gap_ev": [4.75, 4.39], "e_tot_ha": -2565.16220, "relative_energy_kcal_mol": 19.9}

***

[4]
{"formula": "C21H28ClN3O", "method": "wB97M-V/def2-TZVPD", "elements": ["C", "H", "C", "H", "C", "H", "C", "N", "C", "H", "C", "N", "C", "O", "C", "C", "C", "N", "C", "C", "C", "C", "C", "C", "H", "H", "Cl", "C", "H", "H", "C", "H", "H", "C", "H", "H", "H", "H", "H", "H", "H", "C", "C", "H", "H", "H", "H", "H", "H", "H", "H", "H", "H", "H"], "coordinates": [[4.12, 1.96, 4.33], [4.07, 2.85, 3.71], [4.03, 0.70, 3.48], [3.09, 0.70, 2.93], [4.10, -0.57, 4.32], [5.08, -0.63, 4.80], [3.90, -1.83, 3.48], [2.59, -1.86, 2.86], [1.49, -2.13, 3.78], [0.86, -2.94, 3.39], [0.61, -0.88, 3.94], [0.14, -0.42, 2.65], [-1.13, -0.59, 2.24], [-2.02, -1.00, 2.98], [-1.40, -0.23, 0.82], [-0.62, 0.66, 0.10], [-0.93, 0.96, -1.24], [-0.13, 1.84, -1.89], [-0.41, 2.11, -3.12], [-1.51, 1.56, -3.84], [-2.33, 0.68, -3.20], [-2.06, 0.35, -1.85], [-2.84, -0.54, -1.09], [-2.52, -0.82, 0.21], [-3.12, -1.49, 0.80], [-3.70, -1.01, -1.55], [-3.68, -0.02, -4.03], [-1.54, 2.10, -5.24], [-1.76, 1.33, -5.97], [-2.30, 2.87, -5.31], [-0.13, 2.69, -5.42], [-0.13, 3.55, -6.08], [0.53, 1.94, -5.84], [0.35, 3.05, -4.00], [1.42, 2.96, -3.87], [0.07, 4.08, -3.74], [0.22, 1.17, 0.53], [0.87, -0.24, 1.98], [-0.27, -1.11, 4.54], [1.18, -0.07, 4.41], [1.86, -2.43, 4.76], [2.54, -2.63, 1.62], [2.88, -4.12, 1.75], [3.90, -4.25, 2.08], [2.76, -4.60, 0.78], [2.22, -4.60, 2.46], [1.53, -2.52, 1.21], [3.24, -2.16, 0.92], [4.07, -2.72, 4.12], [4.65, -1.84, 2.68], [3.35, -0.53, 5.11], [4.84, 0.69, 2.75], [5.06, 1.97, 4.89], [3.30, 1.99, 5.05]], "orbital_gap_ev": 8.43, "e_tot_ha": -1516.76096, "smiles": "CCCCN(CC)CCNC(=O)c1ccc2c(Cl)c3c(nc2c1)CCC3", "relative_energy_kcal_mol": 1.4}

***

Please write out number 4 again, unchanged.
{"formula": "C21H28ClN3O", "method": "wB97M-V/def2-TZVPD", "elements": ["C", "H", "C", "H", "C", "H", "C", "N", "C", "H", "C", "N", "C", "O", "C", "C", "C", "N", "C", "C", "C", "C", "C", "C", "H", "H", "Cl", "C", "H", "H", "C", "H", "H", "C", "H", "H", "H", "H", "H", "H", "H", "C", "C", "H", "H", "H", "H", "H", "H", "H", "H", "H", "H", "H"], "coordinates": [[4.12, 1.96, 4.33], [4.07, 2.85, 3.71], [4.03, 0.70, 3.48], [3.09, 0.70, 2.93], [4.10, -0.57, 4.32], [5.08, -0.63, 4.80], [3.90, -1.83, 3.48], [2.59, -1.86, 2.86], [1.49, -2.13, 3.78], [0.86, -2.94, 3.39], [0.61, -0.88, 3.94], [0.14, -0.42, 2.65], [-1.13, -0.59, 2.24], [-2.02, -1.00, 2.98], [-1.40, -0.23, 0.82], [-0.62, 0.66, 0.10], [-0.93, 0.96, -1.24], [-0.13, 1.84, -1.89], [-0.41, 2.11, -3.12], [-1.51, 1.56, -3.84], [-2.33, 0.68, -3.20], [-2.06, 0.35, -1.85], [-2.84, -0.54, -1.09], [-2.52, -0.82, 0.21], [-3.12, -1.49, 0.80], [-3.70, -1.01, -1.55], [-3.68, -0.02, -4.03], [-1.54, 2.10, -5.24], [-1.76, 1.33, -5.97], [-2.30, 2.87, -5.31], [-0.13, 2.69, -5.42], [-0.13, 3.55, -6.08], [0.53, 1.94, -5.84], [0.35, 3.05, -4.00], [1.42, 2.96, -3.87], [0.07, 4.08, -3.74], [0.22, 1.17, 0.53], [0.87, -0.24, 1.98], [-0.27, -1.11, 4.54], [1.18, -0.07, 4.41], [1.86, -2.43, 4.76], [2.54, -2.63, 1.62], [2.88, -4.12, 1.75], [3.90, -4.25, 2.08], [2.76, -4.60, 0.78], [2.22, -4.60, 2.46], [1.53, -2.52, 1.21], [3.24, -2.16, 0.92], [4.07, -2.72, 4.12], [4.65, -1.84, 2.68], [3.35, -0.53, 5.11], [4.84, 0.69, 2.75], [5.06, 1.97, 4.89], [3.30, 1.99, 5.05]], "orbital_gap_ev": 8.43, "e_tot_ha": -1516.76096, "smiles": "CCCCN(CC)CCNC(=O)c1ccc2c(Cl)c3c(nc2c1)CCC3", "relative_energy_kcal_mol": 1.4}